# 1
This record from OMol25 describes one molecule with the formula C6H10O. The level of theory is the ωB97M-V functional and the def2-TZVPD basis.

Output
charge	0
SMILES	CO[C@@H]1[C@@H]2CC[C@@H]21

Bonds (Å) are listed after each position.
Positions of all 17 atoms, in Å:
1 C 2.101 0.406 0.418  O2 1.409, H8 1.101, H9 1.089, H10 1.094
2 O 1.137 -0.482 0.935  C1 1.409, C3 1.391
3 C 0.385 -1.097 -0.061  O2 1.391, C4 1.486, C7 1.485, H11 1.095
4 C -1.100 -1.105 -0.087  C3 1.486, C5 1.525, C7 1.560, H12 1.087
5 C -1.752 0.200 0.357  C4 1.525, C6 1.545, H13 1.094, H14 1.094
6 C -0.873 0.990 -0.639  C5 1.545, C7 1.532, H15 1.093, H16 1.096
7 C -0.265 -0.321 -1.146  C3 1.485, C4 1.560, C6 1.532, H17 1.086
8 H 3.087 -0.061 0.279  C1 1.101
9 H 2.187 1.237 1.117  C1 1.089
10 H 1.776 0.790 -0.553  C1 1.094
11 H 0.798 -2.046 -0.418  C3 1.095
12 H -1.641 -2.047 -0.142  C4 1.087
13 H -2.800 0.221 0.044  C5 1.094
14 H -1.685 0.466 1.415  C5 1.094
15 H -1.457 1.489 -1.417  C6 1.093
16 H -0.190 1.724 -0.196  C6 1.096
17 H -0.038 -0.511 -2.191  C7 1.086

---

# 2
This record from OMol25 describes a 2-piece molecular cluster, C6H10O overall. The level of theory is the ωB97M-V functional and the def2-TZVPD basis.

Output
charge	0
SMILES	C=C/C=C/O.C=C

Bonds (Å) are listed after each position.
Positions of all 17 atoms, in Å:
1 O 2.572 -0.696 0.032  C2 1.357, H8 0.967
2 C 1.551 0.126 -0.319  O1 1.357, C7 1.338, H9 1.086
3 C -0.635 -2.207 -0.036  C4 1.328, H10 1.088, H11 1.087
4 C -1.537 -1.400 0.511  C3 1.328, H12 1.087, H13 1.088
5 C -1.080 1.599 -0.780  C6 1.338, H14 1.086, H15 1.086
6 C -0.083 1.962 0.035  C5 1.338, C7 1.467, H16 1.090
7 C 1.087 1.156 0.399  C2 1.338, C6 1.467, H17 1.091
8 H 2.876 -0.453 0.917  O1 0.967
9 H 1.134 -0.162 -1.279  C2 1.086
10 H 0.378 -2.280 0.354  C3 1.088
11 H -0.865 -2.816 -0.907  C3 1.087
12 H -1.298 -0.771 1.365  C4 1.087
13 H -2.547 -1.314 0.115  C4 1.088
14 H -1.119 0.618 -1.245  C5 1.086
15 H -1.900 2.277 -0.993  C5 1.086
16 H -0.132 2.945 0.503  C6 1.090
17 H 1.598 1.417 1.327  C7 1.091

---

# 3
This record from OMol25 describes one molecule with the formula C6H10O. The level of theory is the ωB97M-V functional and the def2-TZVPD basis.

Output
charge	0
SMILES	CO[C@@H]1[C@@H]2CC[C@@H]21

Bonds (Å) are listed after each position.
Positions of all 17 atoms, in Å:
1 C 2.398 0.000 0.629  O2 1.410, H8 1.092, H9 1.099, H10 1.102
2 O 1.092 -0.411 0.967  C1 1.410, C3 1.391
3 C 0.381 -0.856 -0.143  O2 1.391, C4 1.477, C7 1.504, H11 1.094
4 C -1.094 -0.941 -0.116  C3 1.477, C5 1.531, C7 1.543, H12 1.085
5 C -1.666 0.235 0.678  C4 1.531, C6 1.542, H13 1.090, H14 1.092
6 C -1.217 1.163 -0.468  C5 1.542, C7 1.533, H15 1.093, H16 1.091
7 C -0.387 0.030 -1.085  C3 1.504, C4 1.543, C6 1.533, H17 1.084
8 H 2.859 0.400 1.535  C1 1.092
9 H 2.390 0.780 -0.145  C1 1.099
10 H 3.010 -0.841 0.267  C1 1.102
11 H 0.867 -1.693 -0.654  C3 1.094
12 H -1.657 -1.823 -0.405  C4 1.085
13 H -2.740 0.196 0.864  C5 1.090
14 H -1.134 0.401 1.618  C5 1.092
15 H -2.064 1.339 -1.136  C6 1.093
16 H -0.767 2.133 -0.253  C6 1.091
17 H -0.271 -0.111 -2.153  C7 1.084

---

no.,E_HOMO (eV),LUMO energy (eV),orbital gap (eV)
1,-9.4,1.11,10.542
2,-8.3,0.89,9.202
3,-9.3,1.11,10.415